No. 1
Formula: C21H30N2O3
Source: the Open Molecules 2025 dataset
Level of theory: ωB97M-V with the def2-TZVPD basis set

Element x y z (Å)
C -2.888 -3.850 0.888
C -3.676 -2.639 0.417
O -3.008 -1.489 0.900
C -3.489 -0.256 0.600
C -4.662 -0.023 -0.113
C -5.088 1.274 -0.355
C -4.362 2.350 0.116
C -3.191 2.122 0.823
C -2.731 0.837 1.060
C -1.411 0.594 1.752
N -0.223 0.822 0.954
C 0.294 2.166 0.863
C 1.780 2.080 0.505
N 1.945 1.335 -0.727
C 3.310 1.350 -1.235
C 4.311 0.659 -0.363
C 5.038 1.091 0.706
C 5.764 -0.033 1.176
C 5.426 -1.074 0.365
C 5.853 -2.498 0.352
O 4.542 -0.659 -0.570
C 1.405 -0.006 -0.580
C -0.100 0.104 -0.298
C -0.792 0.759 -1.516
C -1.179 -0.258 -2.588
O -2.221 -1.118 -2.189
H -3.372 -4.761 0.549
H -1.880 -3.811 0.484
H -2.828 -3.859 1.974
H -4.701 -2.674 0.812
H -3.710 -2.620 -0.680
H -5.254 -0.847 -0.479
H -6.000 1.435 -0.912
H -4.701 3.359 -0.062
H -2.616 2.958 1.194
H -1.382 -0.449 2.079
H -1.335 1.235 2.634
H 0.192 2.652 1.836
H -0.224 2.782 0.111
H 2.184 3.085 0.361
H 2.315 1.601 1.343
H 3.299 0.864 -2.215
H 3.603 2.396 -1.363
H 5.064 2.085 1.104
H 6.443 -0.058 2.003
H 6.559 -2.675 1.158
H 4.992 -3.154 0.480
H 6.325 -2.746 -0.598
H 1.580 -0.555 -1.506
H 1.881 -0.552 0.250
H -0.520 -0.895 -0.145
H -1.695 1.282 -1.194
H -0.108 1.487 -1.953
H -1.471 0.277 -3.505
H -0.337 -0.911 -2.828
H -2.952 -0.571 -1.875

E in Ha: -1153.4016
SMILES: CCOc1ccccc1CN1CCN(Cc2ccc(C)o2)C[C@@H]1CCO
Charge: 0
HOMO in eV: -7.892


No. 2
Formula: C21H30N2PbSi
Source: the Open Molecules 2025 dataset
Level of theory: ωB97M-V with the def2-TZVPD basis set

Element x y z (Å)
C -0.657 -2.348 0.274
C 0.722 -2.101 0.031
C 1.364 -1.917 1.277
H 1.216 -2.144 -0.948
C 0.427 -2.240 2.300
C -0.835 -2.509 1.668
H -1.721 -2.938 2.158
H -1.443 -2.406 -0.491
H 2.410 -1.638 1.426
H 0.673 -2.485 3.330
Pb 0.024 0.491 2.852
C 0.678 1.498 0.020
H 0.995 0.556 0.515
H -0.248 1.931 0.434
H 1.474 2.237 0.181
Si 0.721 0.937 -1.983
C -0.209 1.803 -3.349
C -0.639 1.122 -4.520
H -0.135 0.219 -4.884
C -1.775 1.592 -5.213
H -2.239 0.989 -6.003
C -2.358 2.814 -4.875
H -3.307 3.110 -5.327
C -1.775 3.599 -3.874
H -2.198 4.581 -3.671
C -0.708 3.098 -3.112
H -0.263 3.739 -2.358
C 2.533 0.613 -2.197
C 2.949 0.322 -3.513
H 2.465 0.794 -4.373
C 3.943 -0.650 -3.732
H 4.179 -0.976 -4.745
C 4.620 -1.227 -2.650
H 5.315 -2.070 -2.811
C 4.383 -0.720 -1.357
H 4.946 -1.138 -0.520
C 3.410 0.264 -1.133
H 3.313 0.686 -0.121
H 0.090 -0.595 -1.961
H 0.352 -0.418 -2.815
N -2.320 -0.017 2.690
C -3.200 0.414 3.818
C -2.826 -0.219 5.150
C -1.778 -1.316 5.179
N -0.411 -0.771 4.865
H -2.389 -1.024 2.502
H -2.621 0.403 1.808
H -3.127 1.503 3.894
H -4.234 0.178 3.547
H -2.539 0.569 5.865
H -3.728 -0.688 5.570
H -1.709 -1.743 6.190
H -1.975 -2.141 4.482
H 0.289 -1.517 4.923
H -0.122 -0.105 5.589

E in Ha: -1409.3412
Charge: +2
HOMO in eV: -13.489


No. 3
Formula: C21H30N4O2S
Source: the Open Molecules 2025 dataset
Level of theory: ωB97M-V with the def2-TZVPD basis set

Element x y z (Å)
H -3.777 0.643 2.291
N -3.794 -0.162 1.670
C -3.290 0.007 0.505
N -3.371 -1.111 -0.247
C -2.712 1.257 0.046
C -2.103 1.466 -1.171
C -1.618 2.833 -1.350
C -0.939 3.252 -2.587
C -1.392 2.794 -3.836
C -0.754 3.187 -5.018
C 0.352 4.040 -4.965
C 0.822 4.493 -3.730
C 0.184 4.096 -2.550
C -1.890 3.616 -0.243
C -1.641 5.092 -0.075
S -2.714 2.717 1.023
H -3.341 -0.993 -1.250
H -3.991 -1.805 0.159
H -1.974 0.695 -1.924
H -2.258 2.144 -3.895
H -1.120 2.832 -5.977
H 0.846 4.348 -5.882
H 1.688 5.147 -3.686
H 0.578 4.437 -1.599
H -1.493 5.584 -1.040
H -0.752 5.251 0.543
H -2.498 5.563 0.415
C 3.743 -2.551 4.818
N 2.893 -2.296 3.657
C 1.703 -2.866 3.443
O 1.213 -3.667 4.236
C 0.903 -2.489 2.178
C 1.288 -3.394 0.988
C 0.452 -3.207 -0.292
C 1.041 -4.061 -1.415
C -1.008 -3.621 -0.099
N 0.914 -1.066 1.775
C 1.949 -0.313 1.396
C 1.625 1.106 0.988
O 3.106 -0.709 1.353
H 4.590 -1.864 4.820
H 4.110 -3.578 4.786
H 3.166 -2.414 5.734
H 3.238 -1.676 2.932
H -0.130 -2.730 2.433
H 1.204 -4.434 1.307
H 2.335 -3.211 0.746
H 0.484 -2.166 -0.611
H 2.071 -3.755 -1.604
H 1.027 -5.114 -1.133
H 0.463 -3.924 -2.328
H -1.481 -2.984 0.647
H -1.066 -4.659 0.226
H -1.549 -3.506 -1.038
H 0.016 -0.609 1.765
H 0.911 1.094 0.166
H 2.541 1.598 0.663
H 1.202 1.641 1.836

E in Ha: -1585.9547
SMILES: [H]/N=C(/N)c1cc(-c2ccccc2)c(C)s1.CNC(=O)[C@H](CC(C)C)NC(C)=O
Charge: 0
HOMO in eV: -8.664